No. 1
Below is a molecular structure, C41H58Br3F3HfN7O3Si, with properties calculated with ωB97M-V/def2-TZVPD.

Properties
* gap between HOMO and LUMO: 7.3 eV
* HOMO: -9.918 eV
* charge: +1

Positions of all 117 atoms, in Å:
Hf 0.3167 -0.1468 -0.4754
N -2.7210 0.1467 0.4046
C -2.6524 1.2378 1.3579
C -3.8787 1.4560 2.2565
C -4.5786 0.2012 2.7858
C -3.7291 -0.6812 3.7027
N -3.0300 0.0934 4.7183
C -3.4936 0.4391 5.8978
N -2.8353 1.3712 6.5993
N -4.6003 -0.1018 6.4241
C -1.3020 1.1465 2.0879
O -1.2023 1.3798 3.3037
O -0.3084 0.8563 1.3573
H -3.3625 0.3253 -0.3584
H -2.9697 -0.7398 0.8274
H -2.5302 2.1389 0.7490
H -4.6163 2.0150 1.6761
H -3.5975 2.1061 3.0874
H -4.9305 -0.4142 1.9546
H -5.4740 0.5139 3.3291
H -2.9535 -1.2153 3.1475
H -4.3356 -1.4598 4.1685
H -2.2624 0.6777 4.3149
H -2.0207 1.8103 6.2029
H -3.0998 1.6140 7.5366
H -5.0847 -0.8439 5.9536
H -4.9044 0.1386 7.3504
C 2.7428 -2.3661 0.5142
N 2.2487 -0.9956 0.3085
C 3.0780 -0.0213 0.5761
C 2.7744 1.3255 0.3414
C 3.4943 2.4776 0.6753
C 2.7417 3.5486 0.2102
C 1.6000 3.0024 -0.3835
N 1.6054 1.6652 -0.3207
C 2.8871 -3.1700 -0.7518
C 4.1472 -3.5344 -1.2042
C 4.2914 -4.2606 -2.3780
C 3.1731 -4.6283 -3.1083
C 1.9081 -4.2769 -2.6570
C 1.7714 -3.5604 -1.4814
H 2.0702 -2.8853 1.2010
H 3.7168 -2.2957 1.0058
H 4.0523 -0.2566 1.0050
H 4.4460 2.5083 1.1806
H 2.9806 4.5957 0.2848
H 0.7829 3.5231 -0.8568
H 5.0268 -3.2323 -0.6479
H 5.2796 -4.5296 -2.7259
H 3.2852 -5.1852 -4.0289
H 1.0290 -4.5493 -3.2259
H 0.7762 -3.2925 -1.1462
C 0.8790 -1.2291 3.2306
C -0.0299 -2.1730 2.5046
C -0.5214 -3.2959 3.2168
C -1.3567 -4.1924 2.6216
C -1.7391 -3.9931 1.2800
C -2.5895 -4.8551 0.5386
Br -3.3394 -6.3834 1.3550
C -2.8755 -4.5889 -0.7681
C -2.3435 -3.4469 -1.4013
Br -2.7710 -3.1427 -3.2038
C -1.5285 -2.5689 -0.7261
O -1.0054 -1.4886 -1.2625
C -1.2150 -2.8579 0.6355
N -0.3759 -1.9642 1.2433
H 1.1736 -1.6633 4.1837
H 0.3920 -0.2712 3.4119
H 1.7713 -1.0177 2.6510
H -0.2031 -3.4328 4.2408
H -1.7202 -5.0563 3.1612
H -3.5158 -5.2486 -1.3359
C -3.6312 2.0689 -5.9960
C -3.1963 1.5445 -4.6125
C -4.4619 1.2259 -3.8039
C -2.4426 0.2198 -4.8224
Si -2.1249 2.8651 -3.7378
Br -1.3195 1.6955 -1.8929
C -3.1237 4.2580 -2.8550
C -4.0733 4.8875 -3.8952
C -2.1900 5.3547 -2.3214
C -3.9919 3.8074 -1.6719
C -0.6148 3.4680 -4.7343
C -0.0692 2.3589 -5.6476
C 0.5461 3.9525 -3.8569
C -1.0643 4.6386 -5.6360
H -4.2698 1.3168 -6.4683
H -2.7833 2.2286 -6.6607
H -4.2046 2.9947 -5.9484
H -5.0013 0.4211 -4.3099
H -5.1426 2.0737 -3.7291
H -4.2303 0.8766 -2.7950
H -3.1585 -0.5065 -5.2183
H -2.0353 -0.1949 -3.8998
H -1.6295 0.3003 -5.5398
H -3.5572 5.2457 -4.7856
H -4.5719 5.7501 -3.4431
H -4.8529 4.1954 -4.2118
H -1.6498 5.8735 -3.1108
H -1.4600 4.9656 -1.6085
H -2.7946 6.1008 -1.7984
H -4.7566 3.0818 -1.9459
H -4.5032 4.6905 -1.2786
H -3.3971 3.3901 -0.8617
H 0.2210 1.4596 -5.1050
H 0.8259 2.7439 -6.1433
H -0.7766 2.0880 -6.4308
H 0.9134 3.1705 -3.1964
H 0.3012 4.8333 -3.2650
H 1.3738 4.2235 -4.5180
H -1.8980 4.3830 -6.2918
H -0.2242 4.9165 -6.2787
H -1.3399 5.5261 -5.0682
F 2.7322 -0.7769 -2.5326
C 1.4498 -0.3013 -2.5813
F 0.8181 -1.0881 -3.5093
F 1.5759 0.9224 -3.2095

No. 2
Below is a molecular structure, C41H59Cl3GeN2O5P2SSi3Zn, with properties calculated with ωB97M-V/def2-TZVPD.

Properties
* 2S+1: 2
* gap between HOMO and LUMO (alpha / beta): 7.8 / 6.3 eV
* HOMO (alpha / beta): -9.940 / -10.211 eV
* charge: +1

Positions of all 118 atoms, in Å:
Zn -0.0532 -0.3835 -0.9346
C 6.0342 1.9199 3.8377
S 5.5242 0.4321 4.7373
C 4.0274 0.0031 3.8042
C 4.3156 -0.5144 2.4015
C 3.0623 -1.0428 1.6977
N 2.2449 0.0409 1.0947
P 0.5464 0.2216 1.5173
C 0.3777 -0.5535 3.1621
C 0.4084 0.1579 4.3589
C 0.2412 -0.5043 5.5665
C 0.0341 -1.8760 5.5917
C -0.0124 -2.5910 4.4029
C 0.1513 -1.9319 3.1965
C 0.4135 1.9898 1.9347
C 1.4561 2.7420 2.4655
C 1.2514 4.0646 2.8226
C -0.0063 4.6374 2.6837
C -1.0488 3.8928 2.1541
C -0.8395 2.5760 1.7703
P 2.2940 0.2680 -0.6250
C 3.8254 -0.5546 -1.1600
C 5.0739 0.0605 -1.1302
C 6.2085 -0.6644 -1.4597
C 6.1026 -1.9964 -1.8350
C 4.8568 -2.6039 -1.8968
C 3.7192 -1.8873 -1.5635
C 2.6327 2.0357 -0.8590
C 3.4701 2.7773 -0.0316
C 3.7432 4.1019 -0.3299
C 3.1982 4.6880 -1.4651
C 2.3716 3.9505 -2.2992
C 2.0816 2.6299 -1.9927
H 6.8593 2.3530 4.3977
H 5.2107 2.6330 3.8004
H 6.3749 1.6653 2.8358
H 3.3761 0.8775 3.7934
H 3.5393 -0.7691 4.4021
H 5.0393 -1.3295 2.4768
H 4.7625 0.2663 1.7819
H 2.4617 -1.5873 2.4221
H 3.3630 -1.7565 0.9340
H 0.5608 1.2290 4.3512
H 0.2730 0.0572 6.4911
H -0.1000 -2.3876 6.5356
H -0.1822 -3.6599 4.4137
H 0.1001 -2.4858 2.2696
H 2.4273 2.2874 2.5964
H 2.0717 4.6467 3.2233
H -0.1722 5.6620 2.9893
H -2.0270 4.3433 2.0391
H -1.6442 1.9935 1.3343
H 5.1671 1.1019 -0.8578
H 7.1783 -0.1857 -1.4270
H 6.9900 -2.5584 -2.0944
H 4.7735 -3.6382 -2.2038
H 2.7417 -2.3566 -1.6018
H 3.8996 2.3145 0.8479
H 4.3949 4.6740 0.3182
H 3.4209 5.7196 -1.7034
H 1.9548 4.4012 -3.1904
H 1.4230 2.0470 -2.6295
O -1.8174 0.2978 -0.4024
N -3.0459 0.8585 -1.0418
C -1.0845 -1.2844 -5.1525
C -1.1336 -1.3935 -3.6579
O -0.4067 -0.6711 -2.9814
O -1.9259 -2.2923 -3.1295
H -2.0833 -1.3303 -5.5838
H -0.6010 -0.3555 -5.4371
H -0.5049 -2.1226 -5.5425
Cl 1.5916 -4.6904 0.4577
C -0.0890 -4.5563 -0.0708
Cl -0.2427 -5.1466 -1.7450
Cl -1.1203 -5.5096 0.9856
C -0.5290 -3.0535 -0.1159
O 0.3580 -2.2825 -0.5729
O -1.6666 -2.7736 0.2574
C -6.1204 -0.5155 1.6450
Si -4.3024 -0.0785 1.9485
C -3.5106 -1.2699 3.1792
C -4.1358 1.7580 2.3522
Ge -3.4273 -0.8405 -0.4145
Si -2.9782 2.1498 -2.1978
C -2.5951 1.5883 -3.9642
C -1.7280 3.4517 -1.6664
C -4.7461 2.8038 -2.1490
Si -3.0481 -3.4020 -3.8717
C -3.5280 -4.5857 -2.5006
C -4.5047 -2.3505 -4.4439
C -2.2284 -4.2525 -5.3331
H -6.7108 -0.2986 2.5384
H -6.2415 -1.5750 1.4135
H -6.5396 0.0624 0.8191
H -4.1889 -1.4698 4.0116
H -2.5796 -0.8699 3.5841
H -3.2798 -2.2150 2.6847
H -4.9769 2.0805 2.9687
H -4.1385 2.3496 1.4349
H -3.2130 1.9661 2.8951
H -1.5577 1.2713 -4.0869
H -2.7799 2.3968 -4.6745
H -3.2404 0.7517 -4.2455
H -0.7542 3.0035 -1.4520
H -2.0581 3.9760 -0.7696
H -1.5899 4.1964 -2.4529
H -5.4712 1.9877 -2.1827
H -4.9302 3.4540 -3.0067
H -4.9439 3.3829 -1.2460
H -4.5421 -4.3730 -2.1561
H -2.8711 -4.5029 -1.6369
H -3.5054 -5.6213 -2.8441
H -5.2927 -2.3386 -3.6885
H -4.9384 -2.7487 -5.3628
H -4.2263 -1.3106 -4.6269
H -1.1967 -4.5493 -5.1356
H -2.7857 -5.1631 -5.5643
H -2.2372 -3.6371 -6.2329